Entry one
This record from the Open Molecules 2025 dataset describes CH2ClFP2 in the gas phase. The level of theory is ωB97M-V/def2-TZVPD.

ORCA input file:
```
! RIJCOSX wB97M-V def2-TZVPD def2/J DEFGRID3
* xyz 0 1
C -0.44177 -0.20993 0.46066
F 2.24107 -0.75176 0.44201
P 0.27384 1.43070 -0.06900
P 1.06016 -0.59521 -0.67700
Cl -1.96708 -0.84248 -0.12996
H -0.45683 -0.56263 1.40976
H -0.70939 1.53130 -1.43647
*
```

Output
HOMO level = -0.351 Eh
HOMO-LUMO gap = 9.82 eV

So, what does the natural (NBO) scheme give us? The charges, in e, come out as:
1. C -0.798
2. F -0.584
3. P 0.230
4. P 0.913
5. Cl -0.017
6. H 0.239
7. H 0.018

---

Entry two
This record from the Open Molecules 2025 dataset describes CH2ClFP2 in the gas phase. The level of theory is ωB97M-V/def2-TZVPD.

ORCA input file:
```
! RIJCOSX wB97M-V def2-TZVPD def2/J DEFGRID3
* xyz 0 1
C -0.16850 0.56853 -0.13505
F -1.74236 -1.33887 0.72215
P 1.19626 -0.21677 0.95871
P -0.43957 -1.19741 -0.28224
Cl 0.28750 1.68050 -1.48049
H -0.95933 1.15586 0.47586
H 1.82600 -0.65184 -0.25895
*
```

Output
HOMO level = -0.354 Eh
HOMO-LUMO gap = 9.87 eV

So, what does the natural (NBO) scheme give us? The charges, in e, come out as:
1. C -0.868
2. F -0.584
3. P 0.245
4. P 0.986
5. Cl -0.032
6. H 0.280
7. H -0.028

---

Most stable: entry two. Least stable: entry one.